[1]
The ion C25H48NO3S with charge +1 in a non-equilibrium geometry. Source: the Open Molecules 2025 dataset; level of theory: ωB97M-V with the def2-TZVPD basis set.

Orbital gap ... 0.308 hartree
HOMO level ... -10.91 eV
Multiplicity ... 1
Energy relative to the best compared isomer or geometry (same formula, charge and spin) ... 67.8 kcal/mol
Charge ... +1

Each line ends with the Mulliken charge.
Geometry (Å):
H1 2.69 2.87 -0.57  0.490
H2 -3.29 -1.15 -4.52  0.429
C1 -3.27 0.61 -0.36  -0.696
H3 -1.72 -4.35 -1.59  0.231
C2 4.11 -1.01 0.26  0.490
C3 -2.39 -2.39 -2.95  -0.365
C4 3.32 3.33 1.63  -0.746
O1 4.56 -1.63 1.48  -0.434
H4 0.02 5.92 2.80  0.373
N1 1.16 4.24 2.14  0.291
C5 3.01 -0.17 2.84  -0.625
H5 5.74 -2.00 -0.86  0.291
H6 2.63 4.16 3.69  0.352
H7 -3.63 -6.57 -1.25  0.250
H8 4.02 -2.63 -1.22  0.314
H9 -5.11 -0.78 -3.08  0.358
H10 -3.56 0.61 0.73  0.324
S1 -0.80 0.45 2.17  0.182
C6 2.43 3.94 2.62  -0.393
H11 0.14 1.30 0.06  0.111
C7 -4.15 -0.40 -2.65  -0.806
H12 -2.07 4.91 3.01  0.402
H13 -1.41 4.04 1.60  0.203
C8 -1.29 4.15 2.70  -0.476
C9 -0.89 1.18 0.50  0.032
C10 -0.49 1.73 3.47  -0.318
H14 0.84 -1.27 2.99  0.630
C11 2.43 3.29 0.43  -0.413
H15 -1.75 3.12 4.61  0.448
C12 3.16 -0.03 -3.98  -1.141
H16 -4.39 -3.04 -2.07  0.169
H17 -2.12 -6.59 -2.19  0.249
C13 -3.08 -6.02 -2.06  -0.957
H18 2.53 -1.51 -2.43  0.265
H19 -2.06 -0.28 -3.56  0.290
H20 0.24 3.94 0.19  0.528
H21 3.46 1.06 -3.98  0.288
C14 1.16 3.84 0.81  -0.645
H22 2.99 -1.02 0.16  -0.223
C15 -1.59 2.85 3.54  -0.754
H23 0.57 2.10 3.38  0.028
H24 3.86 0.54 2.65  0.242
O2 4.56 -0.85 -2.16  -0.389
H25 2.82 -0.09 3.95  0.376
H26 -1.38 2.19 0.52  0.091
H27 4.48 0.05 0.28  0.161
H28 -1.46 0.67 -1.55  0.162
H29 -3.82 -4.03 -3.53  0.531
H30 -0.54 1.16 4.44  0.536
H31 -1.71 -2.82 -3.74  0.477
C16 3.56 -1.61 2.49  -0.312
C17 0.11 4.82 2.99  -0.605
H32 -3.20 -4.40 -0.57  0.314
O3 1.92 0.28 2.03  0.031
H33 2.12 -0.05 -4.42  0.311
H34 0.72 -1.15 1.19  0.347
H35 4.36 2.98 1.77  0.544
H36 -5.12 -0.50 -0.69  0.256
H37 0.37 4.69 4.08  0.280
H38 -4.15 0.71 -2.85  0.326
C18 3.19 -0.61 -2.51  0.299
H39 2.76 0.19 -1.83  -0.148
C19 -4.06 -0.56 -1.08  -0.567
H40 2.77 -2.36 2.22  0.292
H41 -2.55 2.42 3.14  0.260
C20 -2.92 -0.99 -3.46  -0.760
H42 -1.48 -0.79 -0.38  0.140
C21 0.77 -0.54 2.14  -0.851
C22 -2.84 -4.52 -1.63  -0.408
H43 3.81 -0.64 -4.65  0.313
C23 -1.72 0.29 -0.53  -0.265
H44 -1.76 -2.19 -2.04  -0.094
C24 4.68 -1.72 -1.04  -0.642
H45 4.05 -2.00 3.43  0.333
H46 -3.65 -1.53 -0.73  0.305
C25 -3.51 -3.45 -2.62  -0.544
H47 -3.55 1.62 -0.77  0.324
H48 -3.63 -6.08 -3.03  0.312

[2]
A cluster of 2 separate species, C8H8FNO2S in total in a non-equilibrium geometry. Source: the Open Molecules 2025 dataset; level of theory: ωB97M-V with the def2-TZVPD basis set.

Orbital gap (alpha / beta) ... 0.264 / 0.264 hartree
HOMO level (alpha / beta) ... -8.89 / -8.89 eV
Multiplicity ... 1
Energy relative to the best compared isomer or geometry (same formula, charge and spin) ... 101.2 kcal/mol

Each line ends with the Mulliken charge.
Geometry (Å):
N1 -1.60 -2.09 -1.40  -0.576
O1 0.40 -2.81 -0.26  -0.627
H1 -0.33 0.24 3.38  0.363
H2 1.17 2.07 3.02  0.286
O2 0.70 -1.54 -2.42  -0.621
C1 1.45 0.59 -0.15  -0.357
H3 2.30 -0.27 -0.02  0.297
C2 -1.64 1.55 -2.12  -0.372
H4 2.35 2.36 0.92  0.382
C3 1.65 1.54 0.94  -0.566
H5 1.74 1.01 -1.20  0.317
F1 -1.37 -1.27 1.43  -0.269
C4 1.04 1.33 2.16  -0.284
C5 0.20 -0.19 -0.01  0.195
C6 -0.40 -0.36 1.25  0.600
H6 -2.01 -1.40 -2.11  0.305
H7 -2.15 2.28 -2.63  0.473
S1 0.04 -1.73 -1.14  1.219
C7 0.02 0.43 2.34  -0.387
C8 -1.36 0.59 -1.44  -0.673
H8 -2.21 -2.34 -0.54  0.293

[3]
A structure of composition C21H27Cl5PRuSbSe4 in a non-equilibrium geometry. Source: the Open Molecules 2025 dataset; level of theory: ωB97M-V with the def2-TZVPD basis set.

Orbital gap (alpha / beta) ... 0.212 / 0.197 hartree
HOMO level (alpha / beta) ... -4.63 / -4.48 eV
Multiplicity ... 2
Charge ... -1
Expectation value of S² ... 0.931

Each line ends with the Mulliken spin population.
Geometry (Å):
Cl1 -4.81 -4.34 -0.98  0.000
Se1 0.94 1.47 -6.32  0.156
H1 4.16 0.96 0.84  -0.001
Se2 1.19 1.62 -2.38  0.410
Ru1 -0.54 0.76 -1.18  0.632
C1 0.46 -2.04 1.19  0.005
H2 0.78 -4.40 0.03  0.000
C2 -3.72 -2.13 0.13  -0.010
H3 0.98 3.63 1.57  0.000
H4 -0.25 2.88 2.62  -0.001
C3 2.30 1.04 2.46  0.001
H5 -0.56 0.06 3.33  0.001
C4 -0.09 3.52 1.75  0.002
C5 -2.82 -1.07 0.14  -0.167
H6 -0.63 5.14 -0.37  0.000
H7 2.61 1.91 1.89  0.002
Cl2 -2.64 -4.04 -3.21  0.000
Cl3 -0.67 -1.60 -3.12  0.001
H8 2.13 -2.08 -2.51  -0.003
C6 -1.84 -1.83 -1.86  0.055
C7 3.69 0.53 -0.04  -0.019
H9 4.42 -0.11 -0.53  0.000
H10 -0.53 4.50 1.93  0.000
H11 3.45 1.34 -0.73  0.015
P1 -0.88 2.80 0.25  -0.017
C8 1.14 -2.28 -0.01  -0.023
H12 -1.06 -3.53 0.82  0.001
H13 -3.27 2.81 -0.19  -0.001
C9 2.47 -0.28 0.33  0.014
C10 -0.60 -3.02 1.66  0.001
C11 0.80 -0.94 1.98  0.020
C12 -1.85 -0.88 -0.84  0.059
H14 -2.95 2.78 1.56  0.001
C13 0.99 -3.61 -0.70  0.000
H15 0.18 -3.63 -1.44  0.000
H16 -0.16 -3.78 2.32  0.000
H17 3.67 -2.23 -1.66  0.001
Cl4 -4.87 -2.32 1.39  0.002
H18 1.91 -3.88 -1.22  0.000
H19 1.54 1.35 3.16  -0.001
C14 2.08 -1.36 -0.48  0.015
H20 -0.30 -1.64 3.70  0.000
C15 -2.72 -2.90 -1.92  -0.001
H21 0.48 4.12 -1.30  0.007
C16 2.79 -1.60 -1.79  -0.009
C17 1.81 -0.07 1.55  -0.015
H22 0.95 -0.46 4.07  0.000
C18 -0.53 4.19 -0.90  -0.007
Se3 0.79 5.02 -4.38  0.153
H23 -1.24 4.15 -1.72  0.002
H24 -2.74 4.30 0.64  0.000
H25 3.11 -0.66 -2.24  0.001
Se4 -2.23 1.47 -2.60  -0.361
H26 3.16 0.68 3.03  0.000
C19 0.19 -0.74 3.35  0.000
H27 -1.39 -2.52 2.21  -0.001
C20 -2.63 3.21 0.61  0.008
Sb1 -0.06 2.69 -4.44  0.068
Cl5 -2.89 0.06 1.46  0.002
C21 -3.68 -3.04 -0.92  0.004

[4]
A cluster of 2 separate species, CH5N3O in total in a non-equilibrium geometry. Source: the Open Molecules 2025 dataset; level of theory: ωB97M-V with the def2-TZVPD basis set.

Orbital gap (alpha / beta) ... 0.313 / 0.313 hartree
Structure (SMILES) ... [H]/N=[NH+]\[O-].C=N
HOMO level (alpha / beta) ... -8.88 / -8.88 eV
Multiplicity ... 1
Energy relative to the best compared isomer or geometry (same formula, charge and spin) ... 145.6 kcal/mol

Each line ends with the Mulliken charge.
Geometry (Å):
H1 -0.06 -1.73 -1.17  0.305
H2 1.28 0.99 0.54  0.344
H3 0.69 1.21 -1.14  0.218
C1 0.40 1.07 -0.02  -0.282
N1 -0.85 1.15 0.19  -0.535
N2 -0.18 -1.47 -0.15  0.259
H4 0.73 -0.69 1.47  0.372
H5 -1.55 1.58 -0.66  0.254
N3 0.86 -0.89 0.41  -0.513
O1 -1.32 -1.22 0.52  -0.424